Entry 1:
C33H29F5N7O5RuS2Se as an isolated structure. Source: the Open Molecules 2025 dataset; level of theory: wB97M-V/def2-TZVPD.

Structure (XYZ):
```
83
Properties=species:S:1:pos:R:3
Ru -0.13 -0.64 0.55
C -0.92 -4.74 -1.53
C -0.32 -3.52 -0.87
S -1.43 -2.25 -0.43
C 1.01 -3.42 -0.62
C 1.97 -4.52 -0.99
S 1.67 -2.02 0.15
H -2.01 -4.70 -1.48
H -0.59 -5.66 -1.04
H -0.63 -4.81 -2.58
H 1.90 -5.37 -0.30
H 3.00 -4.15 -0.95
H 1.79 -4.90 -2.00
C 0.69 -7.24 2.27
O 1.75 -6.31 2.20
C 1.97 -5.53 3.31
C 1.51 -5.84 4.57
C 1.77 -4.96 5.63
C 2.45 -3.78 5.42
C 2.96 -3.51 4.14
C 2.72 -4.38 3.10
N 2.67 -2.93 6.55
N 2.54 -1.69 6.49
C 2.01 -1.04 5.34
C 2.71 0.07 4.90
C 2.48 0.66 3.66
C 1.50 0.15 2.80
O 1.25 0.61 1.63
C 0.69 -0.94 3.31
N -0.28 -1.38 2.47
C -1.15 -2.28 2.89
C -1.09 -2.79 4.19
C -0.08 -2.42 5.03
C 0.89 -1.49 4.58
H 0.55 -7.62 1.26
H -0.23 -6.75 2.61
H 0.92 -8.07 2.94
H 0.94 -6.74 4.76
H 1.40 -5.18 6.62
H 3.50 -2.59 3.95
H 3.05 -4.14 2.09
H 3.50 0.44 5.54
H 3.05 1.52 3.34
H -1.89 -2.59 2.17
H -1.85 -3.50 4.51
H -0.01 -2.82 6.03
C 0.66 5.16 -3.49
N 0.55 3.82 -2.96
C 0.37 2.74 -3.77
C 0.23 1.51 -3.26
C 0.26 1.37 -1.80
O 0.07 0.21 -1.36
N 0.48 2.44 -1.03
C 0.61 3.66 -1.56
O 0.76 4.70 -0.90
H 0.65 5.11 -4.58
H 1.57 5.64 -3.15
H -0.18 5.78 -3.16
H 0.34 2.94 -4.84
H 0.08 0.64 -3.87
F -6.09 -1.20 -3.03
C -5.22 -0.73 -2.11
C -5.18 -1.29 -0.85
F -6.01 -2.31 -0.55
C -4.29 -0.80 0.09
F -4.31 -1.39 1.29
C -3.41 0.24 -0.18
Se -2.14 0.86 1.11
C -3.49 0.78 -1.46
F -2.72 1.81 -1.81
C -4.37 0.31 -2.41
F -4.42 0.87 -3.64
C -1.88 4.75 1.17
N -1.60 4.33 2.54
C -0.56 3.44 2.81
N 0.50 3.46 1.96
O -0.62 2.73 3.81
H -2.79 5.35 1.17
H -2.01 3.89 0.49
H -1.07 5.37 0.78
H -2.41 4.01 3.05
H 0.39 3.87 1.04
H 0.99 2.58 1.92
```

Output
orbital gap (spin up / spin down)	5.391 / 5.750	eV
HOMO level (spin up / spin down)	-1.336 / -1.699	eV
charge	-2
LUMO (spin up / spin down)	4.06 / 4.05	eV
expectation value of S²	0.760
spin multiplicity	2

=====

Entry 2:
C37H33F3IrN5O6S as an isolated structure at a distorted geometry. Source: the Open Molecules 2025 dataset; level of theory: wB97M-V/def2-TZVPD.

Structure (XYZ):
```
86
Properties=species:S:1:pos:R:3
Ir -0.09 -0.54 -0.41
C -3.55 -0.77 1.51
C -2.54 -0.16 2.43
C -2.58 -0.38 3.79
C -1.66 0.22 4.65
C -0.71 1.10 4.16
C -0.66 1.39 2.81
C 0.33 2.38 2.28
C -1.55 0.72 1.92
N -1.44 0.90 0.56
C -1.81 2.01 -0.08
C -2.66 3.02 0.64
C -1.49 2.20 -1.43
C -1.83 3.52 -2.08
N -0.85 1.28 -2.11
C -0.62 1.25 -3.45
C -1.70 0.90 -4.32
C -3.05 0.61 -3.75
C -1.47 0.86 -5.68
C -0.22 1.15 -6.21
C 0.82 1.50 -5.37
C 0.66 1.55 -4.00
C 1.78 1.97 -3.12
H -3.88 -1.73 1.88
H -3.15 -0.88 0.50
H -4.43 -0.12 1.45
H -3.35 -1.03 4.19
H -1.70 0.00 5.70
H -0.02 1.57 4.84
H 1.04 2.67 3.05
H -0.19 3.28 1.94
H 0.86 1.98 1.42
H -2.81 2.72 1.67
H -3.63 3.10 0.16
H -2.19 4.00 0.61
H -1.35 4.33 -1.54
H -2.91 3.70 -2.05
H -1.50 3.54 -3.12
H -2.97 0.11 -2.79
H -3.62 -0.02 -4.44
H -3.61 1.53 -3.61
H -2.29 0.60 -6.34
H -0.06 1.09 -7.28
H 1.79 1.76 -5.79
H 2.55 2.49 -3.69
H 2.24 1.09 -2.66
H 1.44 2.59 -2.30
S -2.06 -4.49 0.78
C -1.43 -3.72 2.18
C -0.84 -2.52 1.91
C -0.89 -2.17 0.54
C -1.51 -3.18 -0.20
C -1.60 -3.14 -1.63
C -2.24 -4.12 -2.39
C -2.24 -3.99 -3.77
C -1.57 -2.93 -4.34
C -0.92 -2.02 -3.51
N -0.97 -2.10 -2.20
H -1.52 -4.20 3.13
H -0.40 -1.91 2.68
H -2.72 -4.95 -1.89
H -2.75 -4.72 -4.38
H -1.54 -2.79 -5.41
H -0.35 -1.20 -3.93
O 2.70 -1.31 0.31
C 2.35 -0.77 1.49
O 1.20 -0.53 1.80
C 3.47 -0.52 2.42
C 4.72 -1.13 2.29
C 5.66 -0.91 3.28
C 5.42 -0.09 4.38
C 4.18 0.51 4.48
C 3.20 0.29 3.52
N 3.86 1.39 5.59
O 2.78 1.94 5.55
O 4.68 1.51 6.47
N 6.97 -1.56 3.21
O 7.17 -2.27 2.25
O 7.73 -1.35 4.12
H 4.95 -1.77 1.46
H 6.19 0.07 5.13
H 2.23 0.74 3.64
F 1.56 -3.00 -0.57
C 1.69 -1.64 -0.60
F 2.19 -1.39 -1.83
F 1.26 0.95 -0.50
```

Output
orbital gap (spin up / spin down)	6.064 / 6.045	eV
HOMO level (spin up / spin down)	-11.056 / -10.986	eV
charge	+1
LUMO (spin up / spin down)	-4.99 / -4.94	eV
expectation value of S²	0.766
spin multiplicity	2

=====

Entry 3:
A 7-piece molecular cluster, C80H60ClN4O12 overall at a distorted geometry. Source: the Open Molecules 2025 dataset; level of theory: wB97M-V/def2-TZVPD.

Structure (XYZ):
```
157
Properties=species:S:1:pos:R:3
C 5.19 5.47 0.32
N 3.75 5.16 0.15
C 2.88 6.19 0.06
C 1.53 5.86 0.10
C 1.05 4.58 0.10
C 2.01 3.53 0.17
C 3.34 3.86 0.23
C -0.43 4.27 0.24
C -1.37 5.26 0.62
C -2.71 4.90 0.72
N -3.14 3.66 0.41
C -2.28 2.71 0.04
C -0.92 3.00 -0.05
C -4.60 3.33 0.41
H 5.57 5.89 -0.61
H 5.74 4.53 0.38
H 5.43 6.02 1.22
H 3.28 7.19 0.08
H 0.81 6.66 0.05
H 1.65 2.54 0.40
H 4.13 3.13 0.15
H -1.08 6.24 0.97
H -3.41 5.61 1.15
H -2.63 1.69 -0.06
H -0.23 2.23 -0.37
H -4.99 3.90 -0.43
H -5.06 3.78 1.29
H -4.73 2.26 0.55
C -4.81 5.40 -4.12
N -3.52 4.73 -3.85
C -2.45 5.46 -3.54
C -1.23 4.78 -3.38
C -1.09 3.40 -3.56
C -2.29 2.72 -3.75
C -3.50 3.37 -3.84
C 0.24 2.72 -3.44
C 1.39 3.44 -3.74
C 2.63 2.84 -3.62
N 2.71 1.65 -3.02
C 1.64 0.96 -2.60
C 0.39 1.44 -2.93
C 4.00 0.91 -3.16
H -5.69 4.77 -4.11
H -4.70 5.78 -5.14
H -4.88 6.25 -3.44
H -2.46 6.54 -3.42
H -0.45 5.50 -3.15
H -2.22 1.65 -3.87
H -4.35 2.73 -4.06
H 1.28 4.27 -4.43
H 3.55 3.22 -4.06
H 1.88 -0.03 -2.24
H -0.44 0.76 -2.76
H 4.08 0.04 -2.51
H 4.83 1.54 -2.84
H 4.10 0.62 -4.20
Cl -0.65 -0.73 0.04
O 0.13 0.46 0.34
O -0.02 -1.36 -1.12
O -0.65 -1.63 1.14
O -2.02 -0.28 -0.24
C 7.84 1.26 -1.03
C 8.72 0.27 -0.69
C 8.25 -0.90 -0.07
C 6.91 -1.02 0.32
C 6.04 0.05 0.09
C 6.52 1.16 -0.60
C 4.56 0.06 0.41
O 3.74 0.86 -0.01
C 4.11 -1.10 1.24
C 2.89 -1.01 1.92
C 2.54 -1.98 2.84
C 3.44 -3.01 3.11
C 4.64 -3.18 2.43
C 4.96 -2.17 1.48
C 6.30 -2.29 0.87
O 7.05 -3.24 1.01
H 8.20 2.04 -1.69
H 9.77 0.34 -0.95
H 8.91 -1.72 0.17
H 5.97 2.02 -0.97
H 2.22 -0.19 1.70
H 1.58 -1.99 3.32
H 3.01 -3.78 3.74
H 5.37 -3.93 2.67
C 2.57 -11.85 2.87
C 3.15 -11.03 3.81
C 2.82 -9.67 3.92
C 2.01 -9.11 2.95
C 1.35 -9.95 2.03
C 1.55 -11.32 2.10
C 0.48 -9.42 0.95
O -0.06 -10.11 0.13
C 0.44 -7.91 0.87
C -0.22 -7.32 -0.23
C -0.34 -5.96 -0.37
C 0.21 -5.08 0.60
C 0.93 -5.64 1.61
C 1.05 -7.02 1.74
C 1.83 -7.59 2.89
O 2.40 -6.88 3.68
H 2.76 -12.91 2.83
H 3.78 -11.43 4.59
H 3.28 -9.18 4.77
H 0.95 -11.94 1.44
H -0.76 -7.96 -0.91
H -0.86 -5.48 -1.19
H 0.18 -4.04 0.34
H 1.32 -4.95 2.35
C -4.58 -3.79 -1.43
C -3.28 -3.41 -1.73
C -2.80 -3.46 -3.04
C -3.71 -3.82 -4.06
C -5.06 -3.97 -3.77
C -5.48 -4.02 -2.45
C -6.05 -4.34 -4.86
O -7.16 -4.71 -4.59
C -5.65 -3.82 -6.21
C -6.61 -3.47 -7.14
C -6.18 -3.10 -8.43
C -4.82 -2.92 -8.66
C -3.85 -3.26 -7.75
C -4.28 -3.70 -6.49
C -3.20 -4.00 -5.46
O -2.04 -3.95 -5.77
H -4.83 -3.73 -0.38
H -2.56 -3.04 -1.01
H -1.78 -3.25 -3.31
H -6.46 -4.32 -2.11
H -7.68 -3.56 -7.04
H -6.87 -2.90 -9.24
H -4.56 -2.62 -9.67
H -2.83 -3.13 -8.08
C -0.54 2.07 3.58
C -0.66 1.26 4.66
C -1.39 1.64 5.79
C -1.61 2.98 5.99
C -1.36 3.87 4.94
C -0.87 3.42 3.73
C -1.54 5.34 5.11
O -1.45 6.14 4.18
C -2.12 5.81 6.39
C -2.36 7.17 6.62
C -2.96 7.64 7.75
C -3.55 6.73 8.66
C -3.22 5.40 8.51
C -2.49 4.94 7.40
C -2.18 3.47 7.30
O -2.31 2.74 8.25
H -0.06 1.71 2.68
H -0.28 0.25 4.51
H -1.55 0.97 6.63
H -0.94 4.08 2.87
H -1.96 7.86 5.89
H -3.06 8.72 7.77
H -4.15 7.13 9.47
H -3.65 4.76 9.27
```

Output
orbital gap	2.998	eV
HOMO level	-12.718	eV
charge	+3
LUMO	-9.72	eV